## P
The following is a DFT calculation (the ωB97M-V functional and the def2-TZVPD basis) of C6H10OS as an isolated structure.

Atoms and positions in Å:
1 S -1.26903 -0.84608 -0.27626
2 O 0.59336 0.90296 -0.99474
3 C -2.37300 0.37928 -0.10314
4 C -0.12634 0.33541 1.42386
5 C 1.42572 1.92416 -0.07626
6 C 0.18470 -0.06550 0.03589
7 C 2.26632 -1.66842 0.05862
8 C 1.28021 -0.97986 -0.12927
9 H -2.93983 0.19742 -1.07643
10 H 3.11327 -2.13911 -0.18744
11 H 1.76265 2.84059 -0.68414
12 H 0.74746 1.93303 1.07647
13 H 0.76605 0.67274 2.02459
14 H -1.99099 1.28734 -0.38671
15 H -0.29433 -0.83380 1.84695
16 H -0.99349 0.85795 1.72188
17 H -2.93248 0.59623 0.86253
18 H 2.37369 1.35083 -0.07794

Calculated values
- frontier orbital gap (eV) = 9.182
- HOMO (eV) = -8.39


## Q
The following is a DFT calculation (the ωB97M-V functional and the def2-TZVPD basis) of an isolated molecule of C6H10OS.

Atoms and positions in Å:
1 S -0.97278 -0.90038 1.00903
2 O -2.16233 -1.42592 0.29123
3 C -0.30404 1.78173 0.64896
4 C 0.34521 -0.38836 -0.23473
5 C 1.70431 -0.97166 0.26582
6 C -1.35360 0.93184 1.17628
7 C 0.58549 1.09584 -0.08546
8 C -0.11454 -0.78183 -1.62044
9 H 1.79662 -0.48213 1.27208
10 H -2.36707 1.17826 0.69171
11 H 1.72035 -2.06610 0.39534
12 H 1.50040 1.60817 -0.43055
13 H 0.05392 -1.94132 -1.75949
14 H 2.50880 -0.71272 -0.32783
15 H -1.28843 -0.67335 -1.58815
16 H -1.49939 1.11943 2.16964
17 H 0.30201 -0.27344 -2.53047
18 H -0.45495 2.90193 0.65702

Calculated values
- frontier orbital gap (eV) = 10.026
- HOMO (eV) = -9.22


Most stable: Q. Least stable: P.


## P
The following is a DFT calculation (the ωB97M-V functional and the def2-TZVPD basis) of an isolated molecule of C6H10OS.

Atoms and positions in Å:
1 S 0.37610 0.50648 -1.07986
2 O -0.68650 -1.39201 1.79896
3 C -1.56173 0.61407 -3.06656
4 C -1.03598 -0.12582 -1.91265
5 C 0.90015 -0.68400 0.23543
6 C 0.32143 -0.59461 1.68623
7 C 1.42737 -0.52162 2.78132
8 C 0.40663 0.62116 2.61587
9 H 0.61087 -1.73566 0.03628
10 H 0.72061 1.55935 2.35233
11 H 2.02181 -0.58650 0.18538
12 H -2.67466 0.80832 -3.08250
13 H 1.29817 -1.23694 3.57676
14 H -1.06214 1.55845 -3.04731
15 H 2.42875 -0.26844 2.63711
16 H -0.47829 0.54775 3.42464
17 H -1.27628 0.07139 -4.02328
18 H -1.42391 -1.18147 -1.55087

Calculated values
- frontier orbital gap (alpha / beta) (eV) = 10.235 / 4.996
- HOMO (alpha / beta) (eV) = -9.40 / -6.62


## Q
The following is a DFT calculation (the ωB97M-V functional and the def2-TZVPD basis) of an isolated molecule of C6H10OS.

Atoms and positions in Å:
1 S -0.26259 -0.07467 3.31999
2 O 1.33363 -0.32268 2.85759
3 C -0.98873 -0.35061 0.74311
4 C -0.76640 0.75956 1.73755
5 C 1.18267 -0.12775 -0.76157
6 C 0.88178 0.12558 -2.29295
7 C -0.08425 -0.14662 -0.44601
8 C -0.63013 -0.01489 -1.92073
9 H 1.32389 1.06434 -2.62724
10 H 2.21191 -0.25273 -0.39615
11 H -0.67914 -1.32273 1.12853
12 H -1.98708 -0.43319 0.35130
13 H 1.32033 -0.66014 -2.97911
14 H -1.20739 0.93954 -2.13081
15 H -0.04608 1.56414 1.34682
16 H -1.75926 1.19724 2.18186
17 H -1.15044 -0.89494 -2.26063
18 H 1.30726 -1.04945 2.14846

Calculated values
- SMILES = OSCCC1=CCC1
- frontier orbital gap (eV) = 9.442
- HOMO (eV) = -8.70


Most stable: Q. Least stable: P.


## P
The following is a DFT calculation (the ωB97M-V functional and the def2-TZVPD basis) of C3H5N3S as an isolated structure.

Atoms and positions in Å:
1 S 0.46214 1.01917 2.74239
2 N -0.93443 -1.08266 -0.14967
3 N 0.32635 0.68888 1.21435
4 N 0.43236 1.39015 0.17746
5 C -0.82798 -0.32079 -1.17229
6 C 0.25317 0.79118 -1.14065
7 C -0.10376 -1.17408 0.85001
8 H 1.07305 -1.18522 0.70570
9 H 1.12131 0.24318 -1.15742
10 H -0.50071 -1.62160 1.72979
11 H 0.24289 1.56813 -1.87923
12 H -1.54438 -0.31634 -1.92044

Calculated values
- frontier orbital gap (alpha / beta) (eV) = 7.692 / 7.693
- HOMO (alpha / beta) (eV) = -7.99 / -7.99


## Q
The following is a DFT calculation (the ωB97M-V functional and the def2-TZVPD basis) of C3H5N3S as an isolated structure.

Atoms and positions in Å:
1 S -3.34822 -0.02327 -0.15290
2 N 0.53595 0.20359 -0.42122
3 N 1.93088 -0.15376 -0.03216
4 N -1.18562 1.51619 0.31833
5 C -1.67247 0.26751 0.13995
6 C 0.07946 1.49140 -0.28157
7 C -0.54007 -0.81331 0.04049
8 H 0.87465 2.15792 -0.55163
9 H -0.86113 -1.58131 -0.68158
10 H 2.18574 -1.37341 -0.41438
11 H -0.00564 -1.45212 0.96875
12 H 2.00647 -0.23944 1.06792

Calculated values
- frontier orbital gap (eV) = 7.455
- HOMO (eV) = -8.30


Most stable: P. Least stable: Q.


## P
The following is a DFT calculation (the ωB97M-V functional and the def2-TZVPD basis) of an isolated molecule of C3H5N3S.

Atoms and positions in Å:
1 S -0.34563 -0.90155 1.74995
2 N 0.52546 -0.16607 -0.64030
3 N 1.43730 -1.14640 -0.58633
4 N 0.48404 0.68897 -1.67203
5 C -1.04548 1.26028 -0.10767
6 C -0.35613 0.14051 0.33959
7 C -0.51374 1.52117 -1.33812
8 H 1.38490 -1.69813 -1.48882
9 H -1.17773 -0.17894 2.54695
10 H -1.84538 1.73318 0.46266
11 H -0.84850 2.20462 -2.08832
12 H 2.38127 -0.80334 -0.50381

Calculated values
- SMILES = Nn1nccc1S
- frontier orbital gap (eV) = 9.211
- HOMO (eV) = -8.43


## Q
The following is a DFT calculation (the ωB97M-V functional and the def2-TZVPD basis) of an isolated molecule of C3H5N3S.

Atoms and positions in Å:
1 S -2.53013 -0.36072 0.00148
2 N 0.02856 0.51464 -0.00424
3 N -0.12529 -1.68935 0.00240
4 N -0.42091 1.82344 -0.00543
5 C 1.20802 -1.31797 -0.00512
6 C 1.33448 0.03378 -0.00080
7 C -0.79436 -0.56312 -0.00347
8 H -0.07995 2.30428 -0.82043
9 H 2.17565 0.70850 0.01872
10 H -0.05993 2.30269 0.83658
11 H 1.98927 -2.09553 0.00014
12 H -2.72541 -1.66064 -0.01983

Calculated values
- SMILES = Nn1ccnc1S
- frontier orbital gap (eV) = 8.983
- HOMO (eV) = -8.24


Most stable: Q. Least stable: P.


## P
The following is a DFT calculation (the ωB97M-V functional and the def2-TZVPD basis) of a 3-piece molecular cluster, C3H14N2O2 overall.

Atoms and positions in Å:
1 O 0.50352 0.69241 2.56246
2 O 6.55182 2.49184 0.26203
3 N -2.03258 0.10059 -2.63106
4 N -1.21040 -1.94916 1.42965
5 C -1.08606 0.42635 -1.54510
6 C -1.55948 -0.00795 -0.15656
7 C -0.85051 -1.38351 0.11842
8 H 0.22856 -1.31265 0.08352
9 H 0.58544 -0.26547 2.55031
10 H 7.33952 1.94565 0.47538
11 H -2.50740 0.88988 -3.02410
12 H -2.10783 -1.76620 1.86318
13 H -1.46060 0.79252 0.57047
14 H 0.11302 1.06507 1.75652
15 H -2.76864 -0.54595 -2.38889
16 H -2.59690 -0.31584 -0.23691
17 H 5.79657 1.89584 0.34750
18 H -0.99515 1.51519 -1.61248
19 H -0.47853 -2.29692 2.03737
20 H -1.35489 -2.05515 -0.57374
21 H -0.10948 0.08346 -1.88796

Calculated values
- SMILES = NCCCN.O.O
- frontier orbital gap (eV) = 9.584
- HOMO (eV) = -8.86


## Q
The following is a DFT calculation (the ωB97M-V functional and the def2-TZVPD basis) of a 3-piece molecular cluster, C3H14N2O2 overall.

Atoms and positions in Å:
1 O -0.06846 -3.52772 -0.84650
2 O 0.92372 -4.22009 2.60106
3 N -0.35947 2.56561 -2.51415
4 N -0.76316 -0.02515 1.56215
5 C 0.10804 0.95041 0.93470
6 C -0.22135 1.05166 -0.54284
7 C -0.03172 2.45473 -1.09724
8 H 1.10316 0.52714 1.00650
9 H -0.69335 3.14587 -0.55051
10 H 0.42301 -3.67314 1.98498
11 H -0.65829 1.65102 -2.82156
12 H -0.60571 -0.17773 2.54497
13 H 0.45413 -3.21321 -1.59638
14 H 0.30063 2.96346 -3.16705
15 H 0.93013 2.84679 -0.75364
16 H 1.79200 -3.80343 2.59150
17 H 0.15102 1.91678 1.44188
18 H 0.43844 0.42863 -1.15650
19 H -1.75950 0.14199 1.43761
20 H -1.24616 0.74388 -0.75827
21 H -0.21711 -2.74747 -0.30070

Calculated values
- SMILES = NCCCN.O.O
- frontier orbital gap (eV) = 9.788
- HOMO (eV) = -9.22


## R
The following is a DFT calculation (the ωB97M-V functional and the def2-TZVPD basis) of a 3-piece molecular cluster, C3H14N2O2 overall.

Atoms and positions in Å:
1 O -0.85531 2.16288 -0.34912
2 O -1.82043 1.80719 2.33376
3 N -0.90319 -2.74790 -1.32109
4 N 1.75253 1.14952 -0.14625
5 C 0.91524 -1.09357 -0.73674
6 C -0.21235 -2.02802 -0.26900
7 C 1.45086 -0.19821 0.36975
8 H -1.29167 -2.10583 -1.99684
9 H -0.02164 1.70347 -0.58780
10 H 2.29824 -0.63046 0.88896
11 H 2.09780 1.71176 0.62901
12 H 1.65623 -1.71972 -1.25004
13 H 0.15247 -2.68452 0.50634
14 H -0.30062 -3.39669 -1.80952
15 H 0.53819 -0.41327 -1.51601
16 H -1.71676 1.75657 1.35927
17 H -2.61404 2.33811 2.45210
18 H -0.95082 2.93658 -0.91065
19 H 2.52512 1.09442 -0.80055
20 H -0.97894 -1.38879 0.19484
21 H 0.66997 -0.08007 1.12660

Calculated values
- SMILES = NCCCN.O.O
- frontier orbital gap (eV) = 10.037
- HOMO (eV) = -9.19


## S
The following is a DFT calculation (the ωB97M-V functional and the def2-TZVPD basis) of a 3-piece molecular cluster, C3H14N2O2 overall.

Atoms and positions in Å:
1 O -0.42844 1.57561 4.06161
2 O 0.76921 -1.81589 2.29492
3 N -0.22372 0.51034 0.12873
4 N 0.29051 1.87494 -2.10236
5 C 0.18770 -0.35718 -1.05515
6 C -0.03140 0.45921 -2.29629
7 C -0.60692 -1.70877 -0.95119
8 H 1.42381 -1.11129 2.69071
9 H 0.32548 2.08585 -1.07035
10 H 1.44193 -2.23508 1.85794
11 H -1.22923 0.55064 -2.43384
12 H -1.61515 -1.87523 -1.41184
13 H -0.29312 1.25527 3.26289
14 H 1.16124 2.37190 -2.50528
15 H -1.12895 0.93937 0.07201
16 H -0.90680 2.39266 3.88466
17 H 0.48220 0.00702 -3.15013
18 H 0.06205 -2.45254 -1.37635
19 H -0.81924 -2.01826 0.07965
20 H 1.30826 -0.43782 -0.96587
21 H -0.16942 -0.01074 0.98552

Calculated values
- SMILES = C[C@H](N)CN.O.O
- frontier orbital gap (eV) = 9.195
- HOMO (eV) = -8.65


Most stable: R. Least stable: S.


## P
The following is a DFT calculation (the ωB97M-V functional and the def2-TZVPD basis) of a 2-piece molecular cluster, C3H10O2 overall.

Atoms and positions in Å:
1 O 1.12555 0.51805 -2.37570
2 O -0.29886 -0.26808 1.39788
3 C -0.23689 -0.11141 -0.02994
4 C -0.28033 1.38455 -0.14111
5 C -0.50372 -1.59096 1.72555
6 H 0.35691 -2.22537 1.45453
7 H 0.47800 1.81439 0.53477
8 H 1.21969 1.48713 -2.51806
9 H -1.12528 -0.53679 -0.53516
10 H -1.41915 -2.04267 1.30774
11 H 2.04412 0.19912 -2.22482
12 H -0.14894 1.82592 -1.14337
13 H 0.66230 -0.54129 -0.51171
14 H -0.59232 -1.56908 2.82477
15 H -1.28107 1.65650 0.23464

Calculated values
- SMILES = CCOC.O
- frontier orbital gap (eV) = 10.389
- HOMO (eV) = -9.67


## Q
The following is a DFT calculation (the ωB97M-V functional and the def2-TZVPD basis) of a 2-piece molecular cluster, C3H10O2 overall.

Atoms and positions in Å:
1 O 2.50226 -3.77194 2.53825
2 O 0.82039 1.22630 0.61546
3 C -0.90413 1.28397 -1.04602
4 C -1.22100 -0.18471 -1.50060
5 C -0.60260 1.37297 0.44249
6 H -1.06770 0.58795 1.06928
7 H -1.78930 1.90155 -1.29203
8 H -2.19967 -0.52843 -1.12554
9 H -0.05911 1.64627 -1.66256
10 H 1.32558 1.92653 0.15193
11 H -0.92457 2.35504 0.83914
12 H 2.33432 -2.81770 2.36656
13 H -1.22982 -0.23299 -2.60251
14 H -0.44062 -0.86764 -1.12477
15 H 3.45599 -3.89717 2.33091

Calculated values
- SMILES = CCCO.O
- frontier orbital gap (eV) = 11.079
- HOMO (eV) = -10.26


Most stable: Q. Least stable: P.


## P
The following is a DFT calculation (the ωB97M-V functional and the def2-TZVPD basis) of a 3-piece molecular cluster, C3H10O2 overall.

Atoms and positions in Å:
1 O 0.19724 2.89155 1.95295
2 O -1.34801 1.35692 -1.27142
3 C 0.15734 -1.73141 -1.29975
4 C 0.90851 -1.00021 -0.23220
5 C 0.36529 -0.58861 0.90596
6 H 0.83868 -0.04775 1.71366
7 H 0.12870 2.27401 1.19443
8 H -0.57419 0.89706 -0.92201
9 H -2.03741 1.17941 -0.62350
10 H 0.22299 2.28444 2.69995
11 H 0.40763 -2.79768 -1.22197
12 H -0.92992 -1.63551 -1.22207
13 H 0.39733 -1.41215 -2.31213
14 H 1.96118 -0.87363 -0.44763
15 H -0.69536 -0.79646 1.08572

Calculated values
- SMILES = C=CC.O.O
- frontier orbital gap (eV) = 11.119
- HOMO (eV) = -10.38


## Q
The following is a DFT calculation (the ωB97M-V functional and the def2-TZVPD basis) of a 3-piece molecular cluster, C3H10O2 overall.

Atoms and positions in Å:
1 O -1.00032 -0.09416 -5.02925
2 O -3.84016 -1.23193 -5.38504
3 C 1.98887 0.76243 5.59119
4 C 2.37963 0.35706 3.13350
5 C 1.47679 0.56606 4.35910
6 H -0.38246 -0.62086 -5.55337
7 H -1.23403 0.61362 -5.64157
8 H 0.49660 0.09649 4.28328
9 H -3.09510 -0.61938 -5.30613
10 H 2.00134 0.92464 2.32827
11 H 2.93625 0.40976 5.97576
12 H -4.07116 -1.44234 -4.47925
13 H 1.35555 1.38628 6.22051
14 H 2.39989 -0.73690 3.08847
15 H 3.37301 0.60052 3.50462

Calculated values
- SMILES = C=CC.O.O
- frontier orbital gap (eV) = 9.360
- HOMO (eV) = -8.63


## R
The following is a DFT calculation (the ωB97M-V functional and the def2-TZVPD basis) of a 2-piece molecular cluster, C3H10O2 overall.

Atoms and positions in Å:
1 O 1.88388 -0.07360 -1.76419
2 O -0.16423 1.77623 1.77240
3 C -1.26403 0.95627 2.12181
4 C 1.07137 -0.90842 -0.98092
5 C -0.36805 -0.68336 -1.41397
6 H 2.79705 -0.37740 -1.71549
7 H 1.35646 -1.95958 -1.13992
8 H -1.17304 -0.08220 1.80863
9 H -1.37617 1.01106 3.20694
10 H -2.19649 1.35775 1.70747
11 H -1.03598 -1.04379 -0.65663
12 H 0.23096 1.47558 0.94604
13 H -0.48409 0.39217 -1.56870
14 H 1.18054 -0.76960 0.10271
15 H -0.45819 -1.07109 -2.42618

Calculated values
- SMILES = CCO.CO
- frontier orbital gap (eV) = 11.135
- HOMO (eV) = -10.34


Most stable: P. Least stable: Q.


## P
The following is a DFT calculation (the ωB97M-V functional and the def2-TZVPD basis) of C2H9N3O as an isolated structure.

Atoms and positions in Å:
1 O -0.95136 -1.69008 1.39153
2 N -0.53617 1.37083 0.69509
3 N -1.89036 -0.00467 -0.57043
4 N -0.02337 -0.95646 0.61095
5 C -0.61658 0.12757 0.00518
6 C 2.05615 0.08969 -0.74009
7 H 0.40013 1.51699 1.04584
8 H -0.56398 -2.57349 1.40918
9 H 2.26790 -0.76623 -1.36658
10 H -0.79810 2.15853 0.11555
11 H -2.64300 0.44062 -0.06380
12 H 2.23505 1.06767 -1.17452
13 H 0.64417 0.18034 -0.77971
14 H 2.56306 -0.00360 0.20918
15 H -2.14355 -0.95771 -0.78737

Calculated values
- frontier orbital gap (alpha / beta) (eV) = 8.072 / 7.537
- HOMO (alpha / beta) (eV) = -8.01 / -7.43


## Q
The following is a DFT calculation (the ωB97M-V functional and the def2-TZVPD basis) of a 2-piece molecular cluster, C2H9N3O overall.

Atoms and positions in Å:
1 O -2.74280 -0.85906 0.21102
2 N 0.76524 1.12504 -0.06417
3 N 2.40220 -0.63217 -0.05301
4 N 0.03988 -1.07201 -0.02967
5 C -0.56737 1.62110 0.20199
6 C 1.01143 -0.21600 -0.07454
7 H 2.41459 -1.22735 0.77475
8 H 0.23516 -1.77445 -0.74479
9 H -1.05520 1.30637 1.14210
10 H 1.60889 1.66789 -0.15380
11 H 2.50216 -1.37003 -0.75286
12 H -1.12925 1.27123 -0.67261
13 H -3.21775 -1.66073 -0.06227
14 H -0.42035 2.67092 0.46904
15 H -1.84685 -0.85076 -0.19119

Calculated values
- SMILES = [H]/N=C(\N)NC.O
- frontier orbital gap (eV) = 9.554
- HOMO (eV) = -8.82


Most stable: Q. Least stable: P.